# C56H50FNO9PbS3Si

A structure of composition C56H50FNO9PbS3Si (wB97M-V/def2-TZVPD, OMol25).

Structure (XYZ):
```
122
Properties=species:S:1:pos:R:3:forces:R:3
Pb 12.74702 12.69216 13.59992 -0.9 -1.1 0.2
C 7.45669 20.77471 13.12315 -0.3 1.2 -0.4
C 8.46374 19.70379 13.30284 0.5 -0.6 0.4
C 9.26238 19.75377 14.45253 0.3 -0.5 0.0
C 10.08547 18.68938 14.80441 -0.1 0.1 -0.8
C 10.16111 17.61252 13.92041 -0.1 0.1 -0.3
C 9.41847 17.54521 12.76174 -0.4 0.9 -0.4
C 8.57228 18.61443 12.43627 0.3 -0.5 0.3
S 11.25613 16.26707 14.23129 0.9 -1.3 0.8
O 10.70353 15.00262 13.67176 -0.4 0.4 0.0
C 12.61170 16.67382 13.11447 0.0 1.5 0.2
C 12.58234 16.15521 11.80802 0.8 -0.1 -0.5
C 13.59697 16.46350 10.92281 -1.0 -0.3 0.5
C 14.64135 17.31467 11.32029 0.3 0.3 1.2
C 15.70968 17.62766 10.46684 1.0 0.5 -0.3
C 16.78509 18.41988 10.86949 -0.9 -0.7 -0.5
C 16.83208 18.88120 12.18538 -0.7 -0.2 0.9
C 15.79502 18.57387 13.06224 1.0 0.5 -0.2
C 14.66891 17.83357 12.66655 -0.1 -0.2 -0.3
C 13.58635 17.55265 13.56860 -0.7 -0.6 -0.9
C 13.42312 18.26804 14.86248 0.5 -0.1 1.4
C 13.35217 19.70874 14.87323 -0.4 0.1 0.7
C 13.20335 20.47637 13.69621 0.0 0.5 -0.2
C 13.07024 21.85514 13.72760 0.3 -0.7 -0.2
C 13.09973 22.55138 14.94499 -0.1 -0.8 0.8
C 13.20172 21.81447 16.11275 0.0 1.2 -0.1
C 13.33721 20.42412 16.12994 0.3 -1.0 -1.3
C 13.49068 19.70242 17.32359 -0.5 -1.5 0.6
C 13.46123 18.30813 17.32850 -0.3 1.8 -0.1
C 13.39509 17.62371 16.11345 1.5 0.3 -0.8
S 13.59464 15.83809 16.29310 -2.0 -1.5 -1.8
O 12.90456 15.44645 17.56010 0.8 0.7 0.4
C 15.34530 15.66121 16.40348 0.1 0.8 0.6
C 16.13624 15.64493 15.25164 0.2 -0.1 0.7
C 17.51635 15.60599 15.42838 -0.2 -0.1 -0.1
C 18.09100 15.55343 16.70523 -0.8 0.3 -0.4
C 19.56500 15.47141 16.83831 1.2 0.0 0.0
C 17.25533 15.60819 17.81709 -0.2 -0.3 -0.1
C 15.86951 15.64365 17.68064 0.8 0.1 -0.2
H 7.05878 21.06463 14.11837 0.0 -0.1 -0.7
H 6.64838 20.45284 12.44476 0.2 0.2 0.4
H 7.91891 21.68616 12.67464 -0.3 -0.5 0.3
H 9.26960 20.64140 15.07530 -0.3 0.0 0.1
H 10.68353 18.70858 15.70275 0.1 0.0 0.1
H 9.52073 16.67559 12.12146 -0.1 0.0 0.0
H 8.01863 18.57000 11.50330 -0.2 0.1 0.2
H 11.80802 15.45544 11.52328 -0.1 -0.1 0.1
H 13.61624 15.99965 9.94296 -0.1 0.1 0.1
H 15.69215 17.19883 9.46670 0.0 0.1 0.1
H 17.59989 18.63532 10.18755 -0.1 0.0 0.0
H 17.68843 19.44557 12.54754 -0.1 -0.1 -0.1
H 15.89152 18.89112 14.09412 -0.1 0.0 0.0
H 13.19756 19.96786 12.73966 -0.1 0.0 0.1
H 12.97992 22.38530 12.78948 -0.1 0.1 0.0
H 13.01020 23.62772 14.99421 0.0 0.0 -0.1
H 13.17359 22.31199 17.07777 0.1 0.1 -0.1
H 13.54561 20.24021 18.25834 0.0 0.1 0.1
H 13.47090 17.70589 18.23394 0.1 0.2 0.0
H 15.67209 15.61871 14.27727 -0.1 0.0 -0.1
H 18.16519 15.61137 14.55272 -0.1 -0.1 0.1
H 20.06914 16.23301 16.21124 -0.2 -0.2 0.4
H 19.97230 14.50520 16.48747 -0.3 0.2 0.2
H 19.87636 15.60861 17.88636 0.0 0.0 -0.4
H 17.68289 15.57959 18.80694 0.2 0.0 0.2
H 15.21626 15.66768 18.54545 0.0 0.0 -0.1
C 18.11874 8.99830 17.44989 0.4 -0.1 0.0
Si 16.73766 10.27716 17.27689 -0.6 -0.1 -0.5
C 17.35252 11.96895 17.76211 -0.3 0.8 0.0
C 15.38366 9.77123 18.46506 -0.1 -0.6 0.5
C 16.17320 10.29260 15.45338 0.4 -0.1 0.0
C 16.93284 9.63640 14.47928 -0.6 0.2 0.3
C 16.59258 9.68789 13.12412 -0.1 0.5 0.2
C 15.51837 10.48971 12.78572 -0.4 0.1 0.7
N 14.74427 11.12562 13.69874 0.8 -0.2 -0.1
C 15.03782 11.06042 15.01787 0.3 -0.1 0.3
S 14.05010 11.95905 16.16031 0.5 -0.4 -0.5
H 18.46718 8.94418 18.49980 -0.1 0.1 -0.4
H 18.98891 9.23568 16.80903 -0.3 -0.1 0.3
H 17.75401 7.99643 17.16623 0.1 0.3 0.1
H 17.85728 11.96047 18.73727 -0.1 0.0 -0.1
H 16.48583 12.68036 17.79499 0.7 -0.6 0.0
H 18.06573 12.36375 17.02470 -0.1 -0.1 0.1
H 15.77189 9.81103 19.50597 -0.2 0.0 -0.5
H 14.99007 8.74337 18.29861 0.3 0.6 0.0
H 14.55309 10.46960 18.34778 0.1 -0.1 0.1
H 17.81227 9.07223 14.76514 0.0 -0.1 0.1
H 17.18451 9.18815 12.36688 -0.1 0.1 0.0
H 15.24186 10.64138 11.75464 -0.1 0.0 -0.1
O 9.66574 12.31537 15.85068 -0.1 0.0 -0.1
H 9.85879 12.19630 14.89156 -0.1 0.0 0.3
H 10.35089 12.88352 16.21319 0.1 0.0 -0.2
F 13.85301 14.41462 13.82070 1.0 1.2 -0.3
O 10.02699 13.58827 11.17250 0.2 -0.5 1.3
C 10.22527 12.52000 10.39152 -0.3 0.1 -0.6
C 10.41930 12.74932 9.01554 0.1 0.2 0.4
C 10.61703 11.68966 8.15928 -0.2 0.0 -0.1
C 10.56118 10.38503 8.62342 0.0 -0.3 0.0
C 10.34353 10.15027 9.96731 0.0 -0.3 0.4
C 10.17940 11.20007 10.87448 0.1 -0.3 -0.2
C 9.96615 10.91655 12.33995 -0.4 0.4 0.9
O 9.62254 9.79551 12.73097 0.5 0.8 -0.3
O 10.15070 11.97690 13.10261 -0.6 -1.0 -0.7
H 10.04719 13.18023 12.15451 -0.1 0.4 -1.1
H 10.45412 13.78746 8.68786 0.0 -0.2 0.0
H 10.80302 11.84265 7.10838 0.1 0.2 -0.2
H 10.70738 9.56015 7.93777 0.1 0.0 0.0
H 10.32332 9.12344 10.35408 -0.1 0.5 -0.1
O 14.90704 12.55932 7.64571 0.0 1.4 -0.2
C 14.69190 11.36788 8.10774 -0.4 -0.9 0.9
C 15.10938 10.22084 7.40442 0.1 -0.2 -0.2
C 14.85135 8.95433 7.89665 0.1 0.0 0.3
C 14.17549 8.79038 9.11257 -0.2 0.1 -0.2
C 13.72551 9.90405 9.81150 0.5 0.2 0.1
C 14.02543 11.20189 9.36187 0.2 -0.6 -0.8
C 13.67012 12.42691 10.10373 -1.3 0.8 2.1
O 13.81824 13.58413 9.53918 0.2 -1.3 0.1
O 13.20499 12.29624 11.29385 1.0 0.2 -2.3
H 14.40864 13.25130 8.43489 0.3 -0.5 -0.3
H 15.63612 10.35849 6.46294 -0.1 0.0 0.1
H 15.18968 8.05574 7.36828 -0.1 0.4 0.0
H 13.97935 7.79271 9.48903 -0.1 0.1 0.0
H 13.18110 9.75719 10.74259 0.1 0.3 -0.2
```
Positions in Å, forces in eV/Å.

Output
HOMO in eV: -2.7
ΔE to the lowest compared entry with this formula, charge and spin in kcal/mol: 0.00
2S+1: 1
LUMO in eV: 3.3198
Charge: -2